Record 1
Here is a molecular structure, C2H3O3Pt at a distorted geometry from the OMol25 dataset. Energies are from the ωB97M-V functional and the def2-TZVPD basis.

Each line ends with the Löwdin spin population.
CARTESIAN COORDINATES (ANGSTROEM)
H -1.28 1.20 -2.61  0.159
O 1.13 0.72 -0.46  0.293
C 1.06 0.24 0.65  0.282
C -0.08 -0.63 1.10  0.281
O -1.07 -0.92 0.41  0.204
O -1.47 -0.26 -0.72  0.077
Pt -0.14 0.45 -1.81  0.677
H 1.87 0.37 1.39  0.017
H -0.01 -1.18 2.05  0.011

Frontier orbital gap (spin up / spin down) = 7.0312 / 7.8851 eV
Highest occupied orbital energy (spin up / spin down) = -13.8 / -15.8 eV
⟨S²⟩ = 2.012
E_tot = -11495.530 eV
Energy above the lowest of the compared OMol25 structures with the same formula, charge and spin = 2.051 eV
Spin multiplicity = 3
Charge = +1

=====

Record 2
Here is a molecular structure, C30H41F5IrN2O3P at a distorted geometry from the OMol25 dataset. Energies are from the ωB97M-V functional and the def2-TZVPD basis.

Each line ends with the Löwdin spin population.
CARTESIAN COORDINATES (ANGSTROEM)
Ir 0.06 -0.96 0.34  0.963
O 1.88 0.25 1.10  0.009
C 2.32 0.69 2.22  0.001
C 3.48 1.51 2.22  0.000
C 3.95 2.12 3.37  0.000
C 3.30 1.93 4.58  0.000
C 2.21 1.08 4.63  0.000
C 1.71 0.43 3.49  0.000
C 0.69 -0.53 3.67  0.003
N 0.05 -1.20 2.76  0.032
C -0.80 -2.27 3.21  0.003
C -0.80 -3.38 2.15  0.004
N -1.34 -2.78 0.97  0.083
C -2.57 -3.03 0.66  0.005
C -3.42 -2.26 -0.18  0.000
C -4.60 -2.85 -0.68  -0.001
C -5.55 -2.12 -1.35  0.000
C -5.35 -0.75 -1.55  -0.002
C -4.19 -0.15 -1.10  0.001
C -3.18 -0.86 -0.40  0.000
O -2.15 -0.23 0.03  0.022
H 4.02 1.62 1.29  0.000
H 4.83 2.74 3.32  0.000
H 3.65 2.42 5.48  0.000
H 1.72 0.91 5.58  0.000
H 0.45 -0.75 4.72  0.002
H -0.47 -2.67 4.19  0.001
H -1.84 -1.92 3.31  0.000
H 0.23 -3.70 1.96  0.000
H -1.40 -4.23 2.50  0.002
H -3.05 -3.91 1.11  0.005
H -4.74 -3.91 -0.52  0.001
H -6.45 -2.60 -1.72  0.000
H -6.10 -0.16 -2.05  0.000
H -4.03 0.90 -1.26  0.000
C 1.44 0.52 -3.15  -0.004
C 1.79 1.57 -2.10  -0.003
C 3.17 1.27 -1.54  0.000
P 0.46 1.56 -0.78  0.021
C 1.07 2.94 0.35  0.003
C 1.23 4.34 -0.23  0.001
C 0.27 2.97 1.65  0.001
C -0.99 2.32 -1.74  0.009
C -2.01 2.87 -0.75  0.001
C -0.73 3.34 -2.85  0.002
H 2.21 0.47 -3.91  0.000
H 0.49 0.74 -3.64  0.000
H 1.36 -0.46 -2.67  -0.003
H 1.81 2.56 -2.57  0.000
H 3.14 0.35 -0.96  0.000
H 3.52 2.07 -0.90  0.000
H 3.88 1.14 -2.35  0.000
H 2.07 2.57 0.61  0.000
H 0.27 4.80 -0.44  0.000
H 1.84 4.34 -1.13  0.000
H 1.74 4.97 0.51  0.000
H -0.61 3.61 1.57  0.000
H 0.88 3.35 2.46  0.000
H -0.06 1.97 1.91  0.001
H -1.44 1.44 -2.20  0.000
H -1.69 3.81 -0.31  0.000
H -2.16 2.13 0.04  0.001
H -2.96 3.05 -1.25  0.000
H -0.25 4.24 -2.48  0.000
H -1.69 3.63 -3.28  0.001
H -0.13 2.93 -3.66  0.000
C -0.74 -4.15 -2.58  -0.001
O -0.19 -3.20 -1.70  -0.030
C -0.46 -1.91 -1.73  -0.081
C -1.40 -1.46 -2.81  -0.013
H -1.83 -4.08 -2.64  -0.001
H -0.47 -5.13 -2.19  0.000
H -0.32 -4.03 -3.59  0.000
H -0.99 -1.68 -3.80  -0.001
H -1.58 -0.39 -2.73  0.000
H -2.37 -1.96 -2.72  -0.004
F 2.61 -2.32 -1.17  -0.004
C 1.98 -2.51 0.06  -0.025
F 1.61 -3.86 0.01  0.000
C 3.13 -2.51 1.07  -0.004
F 2.70 -2.55 2.35  0.000
F 3.95 -3.59 0.96  -0.002
F 3.94 -1.45 0.97  0.000

Frontier orbital gap (spin up / spin down) = 5.6227 / 5.4953 eV
Highest occupied orbital energy (spin up / spin down) = -3.1 / -3.0 eV
⟨S²⟩ = 0.880
E_tot = -66610.680 eV
Energy above the lowest of the compared OMol25 structures with the same formula, charge and spin = 3.161 eV
Spin multiplicity = 2
Charge = -1

=====

Record 3
Here is a single C2H3N3OS molecule at a distorted geometry from the OMol25 dataset. Energies are from the ωB97M-V functional and the def2-TZVPD basis.

Each line ends with the natural charge from an NBO analysis.
CARTESIAN COORDINATES (ANGSTROEM)
C -0.02 -0.01 0.04  -0.162
C 0.49 -1.24 -0.57  0.077
N -1.01 -0.10 0.89  -0.184
N 0.07 -2.39 -0.30  -0.635
N -1.38 -1.08 1.59  -0.513
O -2.11 -3.47 0.32  -0.905
S -1.01 -2.78 0.98  1.479
H 0.29 1.06 -0.18  0.224
H 1.13 -1.09 -1.45  0.200
H -1.64 0.69 1.16  0.417

Frontier orbital gap (spin up / spin down) = 8.3977 / 8.3968 eV
Highest occupied orbital energy (spin up / spin down) = -8.9 / -8.9 eV
SMILES = O=S1=NC=CNN=1
E_tot = -19471.638 eV
Energy above the lowest of the compared OMol25 structures with the same formula, charge and spin = 3.449 eV
Charge = 0

=====

Record 4
Here is a single C5H13NO molecule at a distorted geometry from the OMol25 dataset. Energies are from the ωB97M-V functional and the def2-TZVPD basis.

Each line ends with the natural charge from an NBO analysis.
CARTESIAN COORDINATES (ANGSTROEM)
C 1.06 -0.42 0.86  -0.106
O 2.36 0.31 0.91  -0.729
C 0.27 0.58 -0.05  -0.045
C -1.25 0.10 -0.39  -0.231
C -1.22 -1.35 -0.83  -0.618
C -2.16 0.43 0.79  -0.617
N 0.82 0.62 -1.36  -0.840
H 0.62 -0.68 1.90  0.172
H 1.27 -1.39 0.43  0.164
H 2.86 -0.19 1.43  0.454
H 0.40 1.59 0.45  0.214
H -1.44 0.75 -1.20  0.226
H -0.53 -1.32 -1.58  0.190
H -2.25 -1.70 -1.43  0.205
H -0.94 -2.26 -0.36  0.223
H -2.02 -0.28 1.59  0.200
H -3.27 0.45 0.70  0.216
H -1.98 1.49 1.24  0.206
H 1.77 0.93 -1.44  0.375
H 0.76 -0.28 -1.77  0.342

Frontier orbital gap = 9.9614 eV
Highest occupied orbital energy = -9.0 eV
SMILES = CC(C)[C@H](N)CO
E_tot = -8931.376 eV
Energy above the lowest of the compared OMol25 structures with the same formula, charge and spin = 2.635 eV
Charge = 0

=====

Record 5
Here is 7 unconnected molecules or ions with the total composition C33H57BrFN9OPS at a distorted geometry from the OMol25 dataset. Energies are from the ωB97M-V functional and the def2-TZVPD basis.

Each line ends with the Mulliken charge.
CARTESIAN COORDINATES (ANGSTROEM)
N 1.20 -4.29 3.82  -0.670
P 1.55 -4.86 2.40  0.362
N 0.19 -4.85 1.26  0.313
C 0.33 -4.34 -0.04  0.127
C 1.52 -3.72 -0.80  -0.570
C 2.02 -4.96 -1.81  0.282
C 1.91 -6.43 -1.15  -0.299
O 3.23 -5.66 -1.40  -0.446
C -0.94 -4.51 -0.71  -0.103
Br -1.38 -4.02 -2.50  -0.010
N -1.69 -5.12 0.30  0.318
F -2.95 -5.46 -0.01  -0.234
C -1.09 -5.35 1.50  0.363
C -1.56 -6.02 2.81  -0.566
C -3.02 -5.67 3.28  -0.417
C -4.19 -6.38 2.49  -0.631
S -3.75 -7.95 1.65  -0.259
H 1.81 -3.49 4.03  0.257
H 1.99 -6.22 2.44  0.159
H 2.58 -4.10 1.79  0.089
H 2.40 -3.49 -0.17  0.295
H 1.21 -2.89 -1.48  0.014
H 1.78 -4.86 -2.92  0.382
H 1.99 -6.49 -0.05  0.031
H 1.80 -7.30 -1.84  0.360
H -0.87 -5.64 3.61  0.374
H -1.35 -7.13 2.76  0.323
H -3.17 -4.56 3.32  0.420
H -3.09 -6.01 4.35  -0.128
H -5.07 -6.55 3.17  0.459
H -4.58 -5.65 1.73  0.281
H -4.04 -7.78 0.33  0.139
C -1.88 -0.17 -4.61  -0.987
C -2.24 0.87 -3.55  -0.436
C -1.01 1.45 -2.84  0.505
C -0.27 0.37 -2.15  -0.189
N 0.31 -0.46 -1.61  -0.403
H -1.38 -1.04 -4.16  0.135
H -2.78 -0.54 -5.10  0.380
H -1.22 0.25 -5.37  0.266
H -2.91 0.41 -2.82  0.351
H -2.79 1.68 -4.03  0.219
H -1.32 2.20 -2.11  0.339
H -0.34 1.94 -3.56  -0.108
C 1.25 0.93 1.27  -0.791
C 1.93 2.04 2.06  -0.237
C 0.94 3.07 2.61  -0.499
C 0.20 3.71 1.50  0.271
N -0.37 4.21 0.63  -0.458
H 0.73 1.32 0.39  -0.013
H 1.99 0.21 0.92  0.298
H 0.52 0.39 1.89  0.312
H 2.66 2.54 1.41  0.106
H 2.49 1.60 2.89  0.336
H 1.47 3.84 3.18  0.322
H 0.22 2.59 3.28  0.315
C 4.15 4.71 -1.20  -0.915
C 5.09 4.05 -2.20  -0.544
C 5.11 2.52 -2.09  -0.302
C 5.56 2.11 -0.73  0.229
N 5.91 1.80 0.32  -0.468
H 4.45 4.51 -0.17  0.317
H 4.14 5.79 -1.34  0.202
H 3.12 4.35 -1.34  0.292
H 6.10 4.44 -2.04  0.316
H 4.79 4.33 -3.21  0.334
H 5.79 2.10 -2.83  0.306
H 4.11 2.11 -2.27  0.213
C -2.43 5.05 -5.29  -0.996
C -1.04 5.67 -5.43  0.034
C -0.13 4.87 -6.37  -0.583
C 0.05 3.49 -5.84  0.303
N 0.20 2.43 -5.42  -0.545
H -2.39 4.05 -4.85  0.015
H -3.06 5.67 -4.64  0.380
H -2.93 4.98 -6.26  0.348
H -0.58 5.74 -4.44  -0.095
H -1.14 6.68 -5.81  0.409
H 0.84 5.35 -6.45  0.301
H -0.56 4.81 -7.37  0.332
C 1.99 8.64 -1.40  -0.902
C 0.47 8.68 -1.30  -0.616
C -0.23 7.92 -2.42  -0.228
C 0.12 8.51 -3.74  0.337
N 0.40 8.97 -4.76  -0.517
H 2.34 9.11 -2.32  0.370
H 2.45 9.17 -0.57  0.363
H 2.35 7.61 -1.39  0.050
H 0.15 9.73 -1.30  0.329
H 0.17 8.26 -0.34  0.342
H -1.31 7.97 -2.29  0.336
H 0.06 6.87 -2.41  0.208
C -2.82 -6.68 7.73  -0.973
C -2.16 -5.54 8.50  -0.405
C -3.18 -4.51 9.02  -0.417
C -3.93 -3.89 7.88  0.257
N -4.50 -3.42 7.01  -0.434
H -3.34 -6.31 6.84  0.149
H -2.07 -7.40 7.40  0.323
H -3.54 -7.21 8.36  0.342
H -1.44 -5.04 7.84  0.279
H -1.60 -5.95 9.34  0.306
H -2.66 -3.73 9.57  0.283
H -3.89 -4.99 9.69  0.284

Frontier orbital gap = 8.8639 eV
Highest occupied orbital energy = -11.8 eV
E_tot = -143474.320 eV
Charge = +1

=====

Record 6
Here is a single C3H5F3S molecule at a distorted geometry from the OMol25 dataset. Energies are from the ωB97M-V functional and the def2-TZVPD basis.

Each line ends with the natural charge from an NBO analysis.
CARTESIAN COORDINATES (ANGSTROEM)
C 1.44 -0.04 0.02  -0.664
C 0.19 0.67 -0.49  0.123
C -1.16 0.16 0.09  0.577
F 0.40 2.03 -0.09  -0.367
F -2.24 0.62 -0.55  -0.321
F -1.32 0.60 1.42  -0.333
S -1.21 -1.68 -0.26  -0.114
H 1.61 -0.08 1.15  0.240
H 2.38 0.33 -0.33  0.235
H 1.51 -1.15 -0.37  0.233
H 0.21 0.82 -1.52  0.204
H -1.81 -2.28 0.93  0.187

Frontier orbital gap = 10.5430 eV
Highest occupied orbital energy = -10.1 eV
SMILES = C[C@H](F)C(F)(F)S
E_tot = -22178.677 eV
Energy above the lowest of the compared OMol25 structures with the same formula, charge and spin = 0.812 eV
Charge = 0

=====

Record 7
Here is a molecular structure, C13H23F6LiN3OSSb at a distorted geometry from the OMol25 dataset. Energies are from the ωB97M-V functional and the def2-TZVPD basis.

Each line ends with the Löwdin spin population.
CARTESIAN COORDINATES (ANGSTROEM)
Li 0.60 0.01 -0.46  0.000
C 1.98 0.15 3.09  0.080
C 2.77 0.45 1.79  0.057
N 2.52 -0.48 0.72  0.002
C 2.61 -1.92 0.91  0.000
C 1.32 -2.65 0.42  0.000
N 0.10 -1.89 0.65  0.007
C -0.61 -2.10 1.89  0.028
C 0.14 -1.54 3.10  0.077
N 0.62 -0.20 2.88  0.653
H 2.02 1.09 3.67  0.033
H 2.46 -0.63 3.68  0.000
H 3.82 0.49 2.11  0.006
H 2.49 1.44 1.42  0.000
H 2.94 -0.16 -0.15  0.001
H 2.79 -2.14 1.97  0.000
H 3.43 -2.34 0.34  0.000
H 1.29 -3.64 0.90  0.000
H 1.43 -2.80 -0.65  0.000
H -0.55 -2.04 -0.12  0.000
H -0.80 -3.16 2.11  0.002
H -1.57 -1.59 1.81  0.000
H 0.97 -2.17 3.41  0.004
H -0.58 -1.52 3.93  0.039
H 0.10 0.38 2.20  0.011
C -1.89 3.24 0.89  0.000
S -0.73 2.41 -0.21  0.000
O -0.27 1.19 0.58  -0.001
C -1.96 1.76 -1.34  0.000
C -2.18 2.35 -2.57  0.000
C -3.11 1.78 -3.44  0.000
C -3.79 0.64 -3.07  0.000
C -3.58 0.06 -1.82  0.000
C -2.66 0.62 -0.95  0.000
H -2.70 2.57 1.16  0.000
H -2.28 4.11 0.36  0.000
H -1.35 3.57 1.78  0.000
H -1.63 3.23 -2.87  0.000
H -3.27 2.23 -4.41  0.000
H -4.49 0.18 -3.76  0.000
H -4.13 -0.82 -1.52  0.000
H -2.47 0.19 0.02  0.000
F 1.62 1.13 -1.48  0.000
Sb 1.49 -0.05 -3.06  0.000
F 2.97 0.82 -3.77  0.000
F 2.62 -1.19 -2.04  0.000
F 1.23 -1.38 -4.32  0.000
F 0.04 -0.78 -1.95  0.000
F 0.25 1.12 -3.81  0.000

Frontier orbital gap (spin up / spin down) = 9.8067 / 5.7345 eV
Highest occupied orbital energy (spin up / spin down) = -12.4 / -12.4 eV
⟨S²⟩ = 0.754
E_tot = -54253.022 eV
Energy above the lowest of the compared OMol25 structures with the same formula, charge and spin = 0.542 eV
Spin multiplicity = 2
Charge = +1

=====

Record 8
Here is 4 unconnected molecules or ions with the total composition C42H33N3O12S2 at a distorted geometry from the OMol25 dataset. Energies are from the ωB97M-V functional and the def2-TZVPD basis.

Each line ends with the Mulliken charge.
CARTESIAN COORDINATES (ANGSTROEM)
S -1.53 2.94 1.25  -0.185
C -2.06 1.36 1.26  -0.142
S -2.26 0.53 -0.33  0.083
C -2.38 1.89 -1.58  -0.862
C -2.42 1.32 -3.06  -0.765
C -1.03 1.58 -3.80  -0.723
C 0.08 0.79 -3.02  1.178
C 1.38 1.40 -2.60  -0.801
C 2.32 0.60 -1.85  -0.572
C 2.03 -0.82 -1.49  0.009
N 3.01 -1.50 -0.78  -0.336
C 2.63 -2.78 -0.48  0.083
C 1.35 -3.37 -0.93  -0.500
N 0.39 -2.76 -1.67  -0.593
C 0.77 -1.45 -1.92  0.281
C -0.19 -0.59 -2.69  -0.170
N -2.34 0.75 2.54  0.742
C -3.06 -0.52 2.42  -0.389
C -4.48 -0.57 2.77  -0.262
C -5.19 -1.84 2.68  -0.511
C -4.52 -3.07 2.26  -0.427
C -3.08 -3.06 1.91  -0.722
C -2.37 -1.77 1.99  0.261
C -1.13 0.47 3.32  0.260
C -1.35 -0.08 4.68  -0.261
C -0.26 -0.46 5.58  -0.666
C 1.12 -0.25 5.14  -0.508
C 1.35 0.30 3.79  -0.738
C 0.25 0.65 2.88  -0.126
H -3.31 2.51 -1.45  0.436
H -1.46 2.55 -1.52  0.404
H -2.77 0.26 -3.15  0.325
H -3.17 1.95 -3.64  0.521
H -1.08 1.15 -4.85  -0.172
H -0.79 2.67 -3.91  0.389
H 1.64 2.46 -2.85  0.372
H 3.28 1.06 -1.52  0.395
H 3.33 -3.40 0.12  0.281
H 1.16 -4.44 -0.65  0.378
H -1.15 -1.05 -3.03  0.349
H -4.97 0.38 3.12  0.276
H -6.26 -1.87 2.97  0.342
H -5.06 -4.05 2.21  0.342
H -2.53 -3.98 1.61  0.364
H -1.28 -1.78 1.74  0.417
H -2.40 -0.25 5.02  0.362
H -0.55 -0.89 6.56  0.348
H 1.96 -0.53 5.82  0.355
H 2.43 0.42 3.50  0.381
H 0.45 1.06 1.86  0.362
C -4.72 5.04 6.96  -1.029
C -3.41 4.87 7.14  0.355
C -2.61 3.95 6.27  0.878
O -1.42 3.84 6.46  -0.630
C -3.32 3.23 5.21  -0.415
C -4.63 3.40 5.03  -0.119
C -5.42 4.33 5.88  0.843
O -6.61 4.47 5.67  -0.634
O -5.30 2.73 4.06  -0.490
O -2.75 5.51 8.12  -0.566
H -5.31 5.70 7.58  0.413
H -2.73 2.55 4.60  0.714
H -6.23 3.03 4.14  0.333
H -1.82 5.22 8.04  0.355
C -0.63 -1.65 -9.34  -0.839
C -0.98 -1.62 -8.06  0.249
C -0.54 -0.53 -7.14  0.940
O -0.90 -0.54 -5.98  -0.540
C 0.33 0.52 -7.69  -0.866
C 0.69 0.49 -8.98  0.346
C 0.22 -0.59 -9.90  0.835
O 0.56 -0.56 -11.07  -0.607
O 1.49 1.44 -9.50  -0.568
O -1.76 -2.59 -7.52  -0.593
H -0.94 -2.43 -10.02  0.424
H 0.66 1.29 -7.01  0.527
H 1.59 1.20 -10.44  0.347
H -1.88 -2.34 -6.59  0.332
C 7.73 -3.10 -0.68  -0.835
C 6.52 -2.56 -0.54  0.653
C 6.13 -1.83 0.71  0.843
O 5.02 -1.34 0.80  -0.462
C 7.11 -1.74 1.79  -1.082
C 8.32 -2.29 1.65  0.292
C 8.72 -2.99 0.39  0.988
O 9.84 -3.46 0.30  -0.620
O 9.25 -2.22 2.63  -0.573
O 5.59 -2.65 -1.51  -0.581
H 8.03 -3.63 -1.57  0.436
H 6.81 -1.23 2.69  0.423
H 10.03 -2.68 2.28  0.346
H 4.80 -2.17 -1.17  0.312

Frontier orbital gap = 6.3565 eV
Highest occupied orbital energy = -8.2 eV
SMILES = S=C(SCCCc1ccc2nccnc2c1)N(c1ccccc1)c1ccccc1.O=C1C=C(O)C(=O)C=C1O.O=C1C=C(O)C(=O)C=C1O.O=C1C=C(O)C(=O)C=C1O
E_tot = -94794.176 eV
Charge = 0